1.
Here is a 2-piece molecular cluster, C13H18NO5Si overall in a non-equilibrium geometry from the OMol25 dataset. Energies are from wB97M-V/def2-TZVPD.

Positions of all 38 atoms, in Å:
Si  -1.233  0.715  0.236
O  2.018  2.940  1.614
O  3.859  0.239  -1.732
O  5.969  -0.615  -0.060
O  4.307  2.347  3.160
O  -0.244  -0.413  -0.641
N  -2.758  -3.054  -0.698
C  3.980  0.630  -0.570
C  5.126  0.226  0.357
C  -4.056  -2.599  -3.120
C  2.907  2.159  1.168
C  2.946  1.543  -0.044
C  5.094  0.854  1.565
C  -0.917  2.561  -0.176
C  -0.753  0.495  2.112
C  4.110  1.838  2.056
C  -3.422  -3.078  -2.055
C  -3.124  0.419  0.134
C  -0.993  -1.275  -1.528
C  -1.308  -2.641  -0.729
H  -1.895  -0.788  -2.044
H  -0.634  -3.525  -1.070
H  -3.434  0.368  -0.992
H  -1.205  1.324  2.774
H  -3.500  -0.499  0.734
H  -4.497  -2.117  -4.079
H  0.402  0.527  2.136
H  5.874  0.638  2.288
H  -1.251  2.828  -1.263
H  -2.776  -4.054  -0.378
H  -1.639  3.170  0.509
H  -3.692  1.352  0.545
H  -3.332  -2.540  0.020
H  0.186  2.879  -0.005
H  -0.259  -1.567  -2.388
H  -1.075  -0.562  2.444
H  2.137  1.719  -0.745
H  -1.000  -2.448  0.380

## Properties
**DFT total energy**: -1226.342660 Eh
**Total charge**: -1
**Frontier orbital gap**: 1.6 eV


2.
Here is C13H19BaF3NO14P2S2 as an isolated structure in a non-equilibrium geometry from the OMol25 dataset. Energies are from wB97M-V/def2-TZVPD.

Positions of all 55 atoms, in Å:
Ba  2.246  -1.393  -0.783
S  2.824  -3.526  -2.309
S  -3.093  -1.355  0.473
P  0.739  1.233  -1.322
P  3.727  1.385  -1.280
F  1.181  -4.677  -4.059
F  0.772  -5.144  -1.985
F  0.219  -3.214  -2.789
O  0.551  -0.257  -1.561
O  1.380  1.476  0.156
O  2.675  -3.525  -0.862
O  3.938  2.610  -0.297
O  2.407  0.751  -3.421
O  3.838  0.066  -0.606
O  -0.380  2.153  -1.581
O  -3.604  -2.413  1.307
O  4.968  1.624  -2.262
O  3.766  -4.456  -2.842
O  -3.698  -1.128  -0.810
O  1.434  -0.967  1.179
O  2.846  -2.190  -2.866
O  0.290  -0.221  2.951
N  -1.488  -1.600  0.296
C  -3.616  1.315  0.739
C  -0.812  -2.765  0.872
C  1.153  -4.173  -2.824
C  -0.113  -2.456  2.206
C  -2.892  0.171  2.735
C  0.580  -1.095  2.147
C  2.210  3.094  -2.825
C  2.252  1.660  -2.328
C  -3.023  1.349  3.449
C  -3.460  2.516  2.827
C  -3.200  0.164  1.386
C  -3.747  2.486  1.465
C  -3.602  3.796  3.605
H  -0.831  -2.439  3.024
H  -2.742  4.446  3.427
H  -2.775  1.365  4.503
H  -4.498  4.338  3.302
H  -4.077  3.391  0.969
H  -0.085  -3.118  0.140
H  4.948  0.930  -2.943
H  1.339  3.203  -3.469
H  1.743  0.055  -3.291
H  2.106  3.782  -1.988
H  3.225  2.599  0.369
H  0.633  -3.232  2.398
H  3.117  3.335  -3.382
H  -2.552  -0.736  3.214
H  1.297  0.633  0.690
H  -3.827  1.274  -0.321
H  -3.662  3.600  4.675
H  -1.074  -1.173  -0.529
H  -1.553  -3.546  1.031

## Properties
**DFT total energy**: -3419.430046 Eh
**Total charge**: -1
**Frontier orbital gap**: 9.0 eV
**Energy relative to the best compared isomer or geometry (same formula, charge and spin)**: 5.4719 eV


For reference, LUMO by record: -0.37 2.31 eV.